Here is the molecule C2HClN2OS in a non-equilibrium geometry from the Open Molecules 2025 dataset. Energies are from the ωB97M-V functional and the def2-TZVPD basis.

E_tot   -30471.9594 eV
E_LUMO   -0.332 eV
ΔE to the lowest compared entry with this formula, charge and spin   2.545 eV
Kohn-Sham gap   9.44 eV
SMILES string   Sc1onnc1Cl
Max |F|   6.730 eV/A

ORCA input file:
```
! RIJCOSX wB97M-V def2-TZVPD def2/J DEFGRID3
* xyz 0 1
S 1.43165 -1.55028 -0.21251
C 0.38809 -0.19109 0.12293
O 0.65476 1.15332 0.07979
N -0.48001 1.99521 -0.27712
N -1.37739 1.06788 -0.18464
C -0.94695 -0.17221 0.05117
Cl -2.07787 -1.55836 -0.06526
H 2.40772 -0.74446 0.48564
*
```

=====

Here is a structure of composition C25H20N5OSTc in a non-equilibrium geometry from the Open Molecules 2025 dataset. Energies are from the ωB97M-V functional and the def2-TZVPD basis.

E_tot   -48753.0014 eV
E_LUMO (alpha / beta)   -11.864 / -12.656 eV
Kohn-Sham gap (alpha / beta)   5.64 / 4.72 eV
Expectation value of S²   1.051
Max |F|   3.043 eV/A

ORCA input file:
```
! RIJCOSX wB97M-V def2-TZVPD def2/J DEFGRID3
* xyz 3 2
Tc 0.57039 -1.24050 0.73465
C 4.49159 -2.39190 -0.42735
C 4.90269 -1.44570 -1.36745
C 4.08829 -0.35950 -1.61775
C 2.87839 -0.21460 -0.92185
N 2.46889 -1.15900 -0.01315
C 3.27849 -2.21120 0.20475
N 2.19209 0.92700 -1.14925
C 1.20519 1.39220 -0.48365
N 0.56679 0.68560 0.52475
C -0.20591 1.56430 1.27925
N -0.67081 1.27880 2.43705
C -0.46351 0.17990 3.19165
C -0.92061 0.23750 4.51785
C -0.69471 -0.81470 5.37945
C -0.00241 -1.92820 4.91095
C 0.41209 -1.94040 3.59285
N 0.19369 -0.93200 2.74075
C -0.25441 2.83250 0.57595
C -0.94201 4.00870 0.82145
C -0.75221 5.06620 -0.07065
C 0.12259 4.96020 -1.14795
C 0.83319 3.78400 -1.39035
C 0.62819 2.72320 -0.53065
H 5.10269 -3.24960 -0.19415
H 5.84599 -1.55380 -1.88355
H 4.35569 0.41270 -2.32395
H 2.93329 -2.93440 0.94135
H -1.44101 1.13190 4.82305
H -1.04881 -0.77170 6.39985
H 0.20539 -2.77130 5.55435
H 0.93819 -2.80770 3.20395
H -1.61711 4.09690 1.65735
H -1.30601 5.98390 0.07635
H 0.25819 5.80360 -1.81145
H 1.51549 3.70260 -2.21985
C -3.80031 -2.42640 -0.14805
S -2.68641 -1.01050 0.00485
O -1.41621 -1.60800 0.67555
C -2.14581 -0.88090 -1.72445
C -1.41901 -1.91630 -2.29905
C -1.12151 -1.85510 -3.65245
C -1.52831 -0.76230 -4.40475
C -2.21541 0.28350 -3.80805
C -2.53231 0.23110 -2.45695
H -3.60101 -2.99470 -1.05255
H -4.80751 -2.01840 -0.19795
H -3.71791 -3.05470 0.73495
H -1.14251 -2.78880 -1.71815
H -0.60901 -2.67940 -4.12205
H -1.31021 -0.72910 -5.46105
H -2.51761 1.13840 -4.39005
H -3.09711 1.02600 -1.99455
*
```

=====

Q: Which formula does entry 2 have?
A: C25H20N5OSTc